The following is a DFT calculation (the ωB97M-V functional and the def2-TZVPD basis) of a cluster of 9 separate species, C65H87Br2F4N10O4S in total.

The geometry in XYZ format:
```
173
C65H87Br2F4N10O4S the ωB97M-V functional and the def2-TZVPD basis
C -1.369 3.768 0.216
C -1.887 2.781 -0.926
C -0.752 2.394 -2.003
C 0.620 1.892 -1.350
C 1.015 0.370 -1.768
N 0.697 -0.614 -0.655
F 1.584 -0.260 0.352
C -0.662 -0.317 -0.034
C -1.190 -1.534 0.853
O -2.457 -1.076 1.407
C -2.448 -1.126 2.854
C -3.714 -0.246 3.324
O -4.831 -0.780 2.558
C -6.069 -0.192 2.988
C -7.281 -0.893 2.179
N -1.503 -2.653 -0.043
C -1.871 -3.896 0.637
O -0.787 -4.545 1.357
C -1.191 -5.077 2.583
F -1.093 -4.096 3.570
F -2.409 -5.740 2.560
F -0.227 -6.051 2.919
C -0.588 -2.834 -1.191
C -1.427 -2.400 -2.529
Br -1.012 -3.825 -3.900
C -3.031 -2.554 -2.317
C -3.774 -2.825 -3.740
Br -3.892 -0.929 -1.585
C 0.829 -2.079 -1.065
S 1.852 -2.312 -2.631
C 1.777 -2.787 0.060
C 1.967 -4.378 -0.227
C 3.540 -4.783 -0.335
C 3.962 -5.527 1.028
C 3.340 -7.002 1.115
O 4.310 -8.057 1.159
C 4.953 -8.264 -0.116
C 3.990 -8.819 -1.262
H -0.763 3.117 0.947
H -0.616 4.547 -0.159
H -2.208 4.255 0.808
H -2.714 3.346 -1.487
H -2.390 1.851 -0.496
H -0.541 3.367 -2.572
H -1.148 1.667 -2.799
H 1.437 2.584 -1.762
H 0.673 2.043 -0.215
H 2.140 0.442 -1.959
H 0.421 0.169 -2.713
H -1.330 -0.030 -0.900
H -0.606 0.575 0.682
H -0.511 -1.819 1.718
H -2.728 -2.202 3.140
H -1.478 -0.795 3.339
H -3.950 -0.370 4.426
H -3.596 0.851 3.003
H -6.144 0.920 2.740
H -6.298 -0.364 4.091
H -6.901 -1.566 1.343
H -7.927 -1.538 2.863
H -7.971 -0.131 1.696
H -2.262 -4.648 -0.136
H -2.783 -3.657 1.291
H -0.460 -3.965 -1.321
H -1.149 -1.366 -2.897
H -3.282 -3.486 -1.702
H -3.331 -2.223 -4.588
H -4.833 -2.407 -3.586
H -3.912 -3.926 -3.957
H 3.190 -2.388 -2.241
H 1.367 -2.665 1.109
H 2.849 -2.385 0.010
H 1.506 -4.713 -1.203
H 1.588 -4.940 0.687
H 3.626 -5.523 -1.211
H 4.205 -3.905 -0.605
H 3.507 -4.909 1.882
H 5.087 -5.486 1.171
H 2.762 -7.047 2.105
H 2.559 -7.111 0.295
H 5.748 -9.071 0.056
H 5.497 -7.301 -0.399
H 4.554 -9.167 -2.184
H 3.256 -9.615 -0.888
H 3.337 -7.943 -1.604
N 2.355 -7.278 -3.728
C 2.088 -8.430 -4.362
C 2.072 -8.565 -5.741
C 2.344 -7.444 -6.513
C 2.621 -6.240 -5.883
C 2.615 -6.211 -4.498
H 1.880 -9.276 -3.716
H 1.853 -9.520 -6.200
H 2.339 -7.509 -7.595
H 2.836 -5.346 -6.454
H 2.829 -5.293 -3.957
N -0.619 -7.966 -8.160
C -1.031 -7.550 -6.953
C -2.363 -7.411 -6.598
C -3.330 -7.714 -7.546
C -2.931 -8.144 -8.803
C -1.573 -8.254 -9.058
H -0.239 -7.323 -6.249
H -2.638 -7.074 -5.607
H -4.383 -7.617 -7.308
H -3.657 -8.389 -9.567
H -1.212 -8.590 -10.024
N -2.562 -11.053 2.314
C -2.454 -9.888 2.970
C -1.814 -8.771 2.457
C -1.248 -8.861 1.194
C -1.345 -10.055 0.495
C -2.009 -11.113 1.094
H -2.908 -9.868 3.955
H -1.758 -7.858 3.030
H -0.737 -8.008 0.759
H -0.915 -10.161 -0.493
H -2.114 -12.066 0.586
N 1.154 6.005 1.989
C 2.201 6.019 1.148
C 3.388 5.342 1.382
C 3.506 4.609 2.554
C 2.441 4.579 3.442
C 1.294 5.287 3.116
H 2.064 6.608 0.248
H 4.199 5.387 0.666
H 4.420 4.067 2.773
H 2.499 4.018 4.367
H 0.433 5.290 3.777
N 2.716 7.103 6.949
C 1.648 7.009 6.143
C 0.366 7.384 6.513
C 0.173 7.883 7.793
C 1.260 7.989 8.648
C 2.502 7.590 8.180
H 1.849 6.611 5.154
H -0.459 7.289 5.818
H -0.815 8.186 8.121
H 1.146 8.373 9.653
H 3.383 7.657 8.810
N -2.091 5.435 3.485
C -2.724 4.323 3.887
C -4.025 4.304 4.364
C -4.715 5.505 4.435
C -4.084 6.670 4.028
C -2.782 6.583 3.562
H -2.142 3.409 3.816
H -4.486 3.374 4.673
H -5.734 5.532 4.804
H -4.592 7.626 4.070
H -2.247 7.466 3.229
N 3.175 8.555 -0.794
C 3.287 9.706 -0.113
C 3.930 10.831 -0.602
C 4.495 10.767 -1.867
C 4.395 9.588 -2.592
C 3.728 8.520 -2.015
H 2.833 9.706 0.872
H 3.989 11.735 -0.009
H 5.008 11.626 -2.283
H 4.825 9.502 -3.582
H 3.621 7.578 -2.544
N 2.968 14.318 -1.555
C 1.901 14.226 -2.363
C 0.619 14.600 -1.993
C 0.424 15.095 -0.713
C 1.510 15.199 0.144
C 2.752 14.801 -0.323
H 2.104 13.831 -3.353
H -0.205 14.506 -2.689
H -0.565 15.397 -0.385
H 1.394 15.580 1.150
H 3.632 14.867 0.309
```

As for the total charge: +1. The calculation puts the LUMO energy at -2.273 eV. For the orbital gap, the calculation gives 8.5 eV.

***

The following is a DFT calculation (the ωB97M-V functional and the def2-TZVPD basis) of a cluster of 2 separate species, CH6NO2 in total.

The geometry in XYZ format:
```
10
CH6NO2 the ωB97M-V functional and the def2-TZVPD basis
N 0.669 0.707 -1.924
C 0.532 0.727 -0.413
O 0.312 -0.453 0.148
H -0.191 0.225 -2.178
H 1.309 -0.084 -2.050
H -0.262 1.490 -0.206
H 1.460 1.254 -0.087
H -0.639 -0.806 1.133
H -1.679 -0.099 2.074
O -1.300 -0.972 1.965
```

As for the total charge: -1. The calculation puts the LUMO energy at 4.754 eV. For the orbital gap, the calculation gives 8.3 eV.

***

Q: Which of these has the lowest total charge?
A: CH6NO2

***

Q: Which of these has the highest total charge?
A: C65H87Br2F4N10O4S

***

Q: What is the formula in the first record?
A: C65H87Br2F4N10O4S